[1]
Here is a structure of composition C45H44BiN6O5Si from the Open Molecules 2025 dataset. Energies are from ωB97M-V/def2-TZVPD.

XYZ file:
```
102
Properties=species:S:1:pos:R:3:mulliken_charge:R:1
Bi -1.08842 -0.99329 0.86633 2.194
O -3.29759 -1.26876 5.12064 -0.422
C -2.86787 -0.95206 3.91823 -0.089
O -2.54234 -1.74368 3.06284 -0.496
C -2.83483 0.51615 3.67140 0.408
C -3.23157 1.47045 4.59948 -0.416
C -3.11969 2.80418 4.24541 -0.778
C -2.57848 3.14142 3.01603 -0.481
C -2.17460 2.11964 2.17221 0.603
N -2.34123 0.83811 2.48706 0.198
C -1.55803 2.33350 0.80995 0.064
O -1.05129 3.50688 0.50783 -0.527
O -1.56029 1.44574 -0.01316 -0.574
H -3.19497 -2.23470 5.25234 0.474
H -3.61072 1.16391 5.56268 0.593
H -3.44210 3.57727 4.92864 0.475
H -2.48384 4.17971 2.72928 0.546
H -0.82141 4.05831 1.28113 0.249
C 4.44840 -1.08424 -4.06291 -2.141
C 2.97683 -1.15271 -4.47176 2.022
C 2.66929 0.02467 -5.40976 -1.544
C 2.73194 -2.47788 -5.20983 -1.576
C 2.04801 -1.07762 -3.26974 0.484
C 2.49474 -0.95745 -1.96292 -0.845
C 1.58360 -0.90485 -0.92918 -1.000
N 0.26046 -0.95760 -1.11077 -0.045
C -0.20134 -1.08372 -2.37270 -0.498
C 0.66802 -1.14013 -3.44542 -0.780
C -1.67477 -1.18217 -2.55941 0.017
C -2.27942 -1.11667 -3.80417 -0.418
C -3.66081 -1.23969 -3.93456 0.168
C -4.38452 -1.42402 -2.76406 -0.626
C -3.71403 -1.46976 -1.55471 -0.805
N -2.39586 -1.35438 -1.44681 -0.069
C -4.30317 -1.17196 -5.31434 1.995
C -3.98188 0.18995 -5.94760 -1.574
C -3.72376 -2.29671 -6.18528 -1.543
C -5.82097 -1.33857 -5.24917 -2.144
H 5.07109 -1.13993 -4.95485 0.445
H 4.72419 -1.91595 -3.41372 0.411
H 4.68274 -0.14834 -3.55423 0.423
H 3.32821 -0.01746 -6.27658 0.448
H 2.82958 0.97775 -4.90533 0.387
H 1.64125 -0.00169 -5.77110 0.318
H 3.40142 -2.54623 -6.06667 0.458
H 1.71020 -2.55740 -5.58032 0.314
H 2.92609 -3.32917 -4.55710 0.375
H 3.54450 -0.91615 -1.71757 0.717
H 1.92509 -0.81164 0.09192 0.476
H 0.27086 -1.25701 -4.43994 0.494
H -1.68096 -0.95702 -4.68614 0.527
H -5.45797 -1.52873 -2.77093 0.537
H -4.26434 -1.60736 -0.63206 0.511
H -2.90879 0.33891 -6.06513 0.318
H -4.37411 1.00340 -5.33642 0.367
H -4.43837 0.25303 -6.93487 0.462
H -2.64494 -2.20287 -6.31196 0.317
H -4.17779 -2.26318 -7.17506 0.448
H -3.93201 -3.27319 -5.74687 0.382
H -6.28897 -0.55154 -4.65652 0.424
H -6.10071 -2.30681 -4.83318 0.429
H -6.23185 -1.27998 -6.25618 0.428
O 0.48454 0.12420 1.61540 1.819
Si 1.53801 0.83048 2.66067 -1.824
C 3.23166 0.07757 2.36969 0.587
C 4.41299 0.79101 2.17859 -0.299
C 5.62541 0.13774 1.99400 -0.782
C 5.67819 -1.24766 2.00589 -0.559
C 4.51608 -1.98104 2.21109 -0.708
C 3.31035 -1.32155 2.39450 -0.507
C 1.06488 0.69782 4.45381 0.442
C 0.16828 -0.25605 4.93113 -0.134
C -0.12298 -0.36149 6.28733 -0.620
C 0.49406 0.49395 7.18695 -0.776
C 1.40700 1.43868 6.73766 -0.916
C 1.69080 1.53558 5.38398 -0.354
C 1.59630 2.64573 2.17723 1.045
C 0.96692 3.64060 2.93370 -0.489
C 0.93343 4.96416 2.50010 -0.913
C 1.53364 5.31171 1.29606 -0.470
C 2.16993 4.33887 0.53629 -0.894
C 2.20196 3.02398 0.97543 -0.080
H 4.39379 1.87483 2.17252 0.425
H 6.52914 0.71315 1.84601 0.436
H 6.62264 -1.75571 1.86945 0.431
H 4.55122 -3.06161 2.24272 0.454
H 2.41438 -1.90712 2.56692 0.422
H -0.29389 -0.95205 4.24500 0.353
H -0.78578 -1.14088 6.63550 0.516
H 0.28029 0.40686 8.24358 0.426
H 1.90053 2.09489 7.44212 0.436
H 2.40834 2.27428 5.04694 0.487
H 0.50962 3.37860 3.88025 0.357
H 0.45940 5.72567 3.10680 0.464
H 1.52337 6.33942 0.96138 0.416
H 2.64023 4.60984 -0.39900 0.469
H 2.69472 2.27489 0.36780 0.545
N -1.71552 -3.81110 4.94328 -0.614
C -0.81492 -3.95999 4.24975 0.573
N 0.24841 -4.14161 3.46098 -0.714
C 0.06124 -3.54223 2.34116 0.776
N -0.02460 -3.01310 1.28492 -0.736
```

Properties
orbital gap = 0.295 Ha
energy above the lowest of the compared OMol25 structures with the same formula, charge and spin = 0.00 kcal/mol
HOMO level = -11.1 eV
total charge = +1

***

[2]
Here is a structure of composition C45H44CaF4N4P2S from the Open Molecules 2025 dataset. Energies are from ωB97M-V/def2-TZVPD.

XYZ file:
```
101
Properties=species:S:1:pos:R:3:mulliken_charge:R:1
Ca 0.10033 -0.17248 0.02821 1.789
C 2.92883 -2.53144 1.41432 -1.179
C 2.45343 -2.70473 -0.01523 -0.998
N 2.16491 -1.43700 -0.70843 1.265
C 3.31319 -0.51321 -0.73918 -0.206
C 4.61321 -1.04552 -1.33419 -1.567
C 1.67408 -1.72346 -2.07275 -1.092
C 0.40885 -2.59521 -2.07987 -1.393
N -0.47140 -2.14136 -1.01895 0.135
C -1.74299 -2.57280 -0.94653 -0.689
C -2.51538 -2.10684 0.13764 -0.058
F -1.85982 -1.26956 1.02802 0.612
C -3.82641 -2.41856 0.37154 -0.086
F -4.43204 -1.90864 1.46059 -0.363
C -4.51379 -3.25863 -0.48415 -0.779
C -3.79232 -3.75172 -1.55573 0.142
F -4.39347 -4.57951 -2.42544 -0.332
C -2.46711 -3.43959 -1.78823 0.627
F -1.86998 -3.99171 -2.86816 -0.336
H 3.02185 -3.51027 1.88623 0.514
H 2.20826 -1.95472 2.00022 0.105
H 3.89594 -2.03327 1.48717 0.226
H 1.52978 -3.28040 -0.01626 0.499
H 3.19335 -3.28186 -0.58660 0.439
H 3.50089 -0.17543 0.28028 -0.335
H 2.99372 0.36484 -1.31198 0.482
H 5.00425 -1.88794 -0.76266 0.272
H 5.36546 -0.25599 -1.31033 0.486
H 4.49436 -1.36003 -2.37067 0.358
H 2.44478 -2.20782 -2.68418 0.400
H 1.44067 -0.76001 -2.54048 0.392
H 0.68378 -3.65228 -1.96844 0.590
H -0.02529 -2.49814 -3.07873 0.605
H -5.55138 -3.51128 -0.33359 0.500
C -1.03726 2.70198 3.15560 -2.674
N 0.26872 3.03768 3.68442 1.663
C 1.47143 2.65197 2.98959 -2.624
P 1.64071 0.80181 2.61500 1.424
C 0.86029 0.07609 4.09303 0.441
C -0.09775 -0.92091 3.92706 -0.361
C -0.76968 -1.45029 5.02092 -0.493
C -0.48437 -0.97790 6.29279 -0.716
C 0.47421 0.01329 6.47257 -0.910
C 1.14457 0.53524 5.37964 -0.342
C 3.43687 0.62540 2.95043 0.633
C 3.96568 -0.27668 3.86645 -0.607
C 5.33991 -0.38443 4.03563 -0.680
C 6.20116 0.40800 3.29180 -0.649
C 5.68436 1.31031 2.37030 -0.680
C 4.31306 1.41285 2.19909 -0.694
C 0.33619 3.62476 4.95276 0.424
C 1.45151 4.36859 5.35882 -0.454
C 1.49932 4.93365 6.62297 -0.752
C 0.43941 4.79594 7.50748 -0.595
C -0.67730 4.08155 7.10262 -0.810
C -0.73420 3.49753 5.84675 -0.067
P -1.05849 2.44586 1.32487 1.941
C -2.87085 2.42295 1.08862 0.803
C -3.57943 1.31442 1.55140 -0.483
C -4.95079 1.23125 1.37085 -0.756
C -5.62545 2.24912 0.71175 -0.657
C -4.92396 3.34335 0.23100 -0.773
C -3.55249 3.43245 0.41763 -0.357
C -0.55857 4.08480 0.69318 0.008
C -0.16716 4.17511 -0.64386 -0.610
C 0.21680 5.39615 -1.17981 -0.626
C 0.22826 6.53278 -0.38374 -0.560
C -0.15145 6.44880 0.94826 -0.769
C -0.54657 5.23158 1.48532 -0.275
H -1.74418 3.49271 3.41533 0.963
H -1.43600 1.76866 3.58063 0.686
H 2.32939 2.91134 3.60118 1.023
H 1.58046 3.18697 2.03895 0.114
H -0.32960 -1.29205 2.93421 0.056
H -1.51440 -2.22204 4.87783 0.491
H -1.01052 -1.38112 7.14857 0.391
H 0.69081 0.38748 7.46472 0.454
H 1.88615 1.31141 5.52990 0.596
H 3.30524 -0.90244 4.45389 0.414
H 5.73705 -1.09154 4.75250 0.431
H 7.27131 0.32367 3.42805 0.412
H 6.34907 1.93119 1.78345 0.452
H 3.92179 2.11016 1.46432 0.354
H 2.27332 4.53732 4.67625 0.507
H 2.37245 5.50626 6.91003 0.408
H 0.48067 5.24490 8.49056 0.411
H -1.51769 3.96307 7.77541 0.401
H -1.60241 2.91660 5.56989 0.458
H -3.06056 0.49506 2.03746 0.323
H -5.48516 0.35965 1.72444 0.470
H -6.69381 2.17736 0.55470 0.376
H -5.44134 4.12601 -0.30819 0.395
H -3.01593 4.28532 0.02253 0.337
H -0.19386 3.28859 -1.26676 0.294
H 0.50388 5.45863 -2.22160 0.441
H 0.53027 7.48488 -0.80125 0.367
H -0.14445 7.33304 1.57273 0.427
H -0.83879 5.18729 2.52638 0.345
S -3.55606 0.95610 -2.70823 -0.411
C -2.07158 1.03386 -2.06991 0.079
N -0.99214 1.09817 -1.59706 -0.856
```

Properties
orbital gap = 0.261 Ha
energy above the lowest of the compared OMol25 structures with the same formula, charge and spin = 0.00 kcal/mol
HOMO level = -6.9 eV
total charge = 0